Entry 1:
Density functional theory data (the ωB97M-V functional and the def2-TZVPD basis) for a 2-piece molecular cluster, C3H11N2O overall.

Atoms and positions in Å:
C  2.974  -1.422  0.402
N  2.681  -0.596  -0.819
H  1.866  -0.040  -0.576
H  3.446  -0.009  -0.968
H  2.517  -1.118  -1.679
H  3.474  -2.362  0.175
H  2.017  -1.833  0.719
H  3.604  -0.903  1.099
C  -2.458  1.119  -0.866
C  -2.120  0.461  0.465
O  -1.122  -0.219  0.616
N  -2.866  0.964  1.488
H  -2.734  2.153  -0.776
H  -3.276  0.632  -1.404
H  -2.586  0.837  2.443
H  -3.791  1.226  1.247
H  -1.624  1.111  -1.565

Values from the calculation:
**Charge**: +1
**Kohn-Sham gap**: 9.16 eV
**HOMO energy**: -12.86 eV
**LUMO energy**: -3.69 eV
**Energy above the lowest of the compared OMol25 structures with the same formula, charge and spin**: 1.131 eV

***

Entry 2:
Density functional theory data (the ωB97M-V functional and the def2-TZVPD basis) for the molecule C17H23NO3.

Atoms and positions in Å:
C  0.657  4.254  1.919
O  0.889  2.822  2.012
C  -0.217  1.972  1.599
C  -0.020  0.572  2.191
O  -1.092  -0.364  1.932
C  -0.746  -1.723  2.115
C  -1.898  -2.618  1.680
C  -2.452  -2.329  0.284
C  -1.525  -2.680  -0.917
C  -0.542  -1.600  -1.280
N  -1.047  -0.494  -1.823
C  -0.291  0.605  -1.977
C  -0.890  1.734  -2.491
C  -0.143  2.894  -2.716
C  1.218  2.906  -2.395
C  1.835  1.756  -1.847
C  1.090  0.573  -1.717
C  1.685  -0.639  -1.303
O  3.042  -0.720  -1.113
C  0.870  -1.715  -1.035
C  1.558  -2.986  -0.667
H  0.126  4.648  2.785
H  0.066  4.470  1.016
H  1.594  4.762  1.839
H  -1.155  2.361  1.922
H  -0.292  1.914  0.516
H  0.910  0.139  1.858
H  0.025  0.694  3.286
H  -0.471  -1.868  3.171
H  0.188  -1.974  1.543
H  -1.572  -3.663  1.639
H  -2.735  -2.538  2.384
H  -3.323  -2.962  0.203
H  -2.818  -1.280  0.226
H  -1.089  -3.651  -0.710
H  -2.144  -2.758  -1.828
H  -1.931  1.714  -2.783
H  -0.594  3.788  -3.129
H  1.829  3.797  -2.453
H  2.878  1.744  -1.578
H  3.243  -1.529  -0.627
H  2.016  -3.426  -1.560
H  0.938  -3.756  -0.277
H  2.326  -2.845  0.106

Values from the calculation:
**Charge**: 0
**Kohn-Sham gap**: 8.64 eV
**HOMO energy**: -8.15 eV
**LUMO energy**: 0.49 eV
**SMILES**: COCCOCCCCc1nc2ccccc2c(O)c1C
**Energy above the lowest of the compared OMol25 structures with the same formula, charge and spin**: 2.968 eV

***

Entry 3:
Density functional theory data (the ωB97M-V functional and the def2-TZVPD basis) for the molecule C5H11NO3.

Atoms and positions in Å:
C  0.684  0.671  -0.694
C  0.272  0.131  0.606
C  0.958  -1.284  0.707
O  0.587  1.003  1.705
C  -1.265  0.005  0.676
C  -1.961  -0.480  -0.534
N  -3.334  -0.224  -0.646
O  -3.915  0.071  0.395
O  -3.935  -0.343  -1.692
H  -0.096  1.418  -1.020
H  0.480  -0.126  -1.439
H  1.563  1.286  -0.577
H  0.348  -1.841  1.539
H  0.727  -1.882  -0.304
H  2.002  -1.264  0.896
H  1.468  0.695  2.046
H  -1.723  1.047  0.686
H  -1.762  -0.535  1.488
H  -1.528  -0.168  -1.522
H  -1.842  -1.560  -0.573

Values from the calculation:
**Charge**: 0
**Kohn-Sham gap**: 10.97 eV
**HOMO energy**: -10.80 eV
**LUMO energy**: 0.18 eV
**SMILES**: CC(C)(O)CC[N+](=O)[O-]
**Energy above the lowest of the compared OMol25 structures with the same formula, charge and spin**: 4.970 eV

***

Entry 4:
Density functional theory data (the ωB97M-V functional and the def2-TZVPD basis) for the molecule C9H16N4O2.

Atoms and positions in Å:
C  0.049  -2.471  0.771
C  -0.177  -0.884  0.630
C  -1.694  -0.814  0.273
C  -2.164  0.278  -0.569
C  -1.207  1.524  -0.438
C  0.285  1.073  -0.726
C  0.490  1.186  -2.219
N  0.588  -0.283  -0.354
N  2.260  -0.320  0.021
C  2.725  0.267  1.228
C  3.506  1.484  1.136
N  4.100  2.480  1.102
N  3.027  -1.177  -0.692
O  4.190  -1.170  -0.324
O  2.510  -1.823  -1.569
H  -0.568  -2.930  1.488
H  1.137  -2.610  1.079
H  0.009  -2.812  -0.252
H  -0.161  -0.597  1.730
H  -2.165  -0.889  1.303
H  -2.198  -1.728  -0.214
H  -3.183  0.784  -0.416
H  -2.186  -0.015  -1.640
H  -1.425  2.224  -1.320
H  -1.315  1.988  0.586
H  1.014  1.752  -0.182
H  0.817  0.238  -2.654
H  1.181  2.137  -2.374
H  -0.410  1.376  -2.750
H  3.605  -0.343  1.611
H  2.000  0.396  2.012

Values from the calculation:
**Charge**: 0
**Kohn-Sham gap**: 10.06 eV
**HOMO energy**: -9.72 eV
**LUMO energy**: 0.33 eV
**SMILES**: C[C@@H]1CCC[C@H](C)N1N(CC#N)[N+](=O)[O-]
**Energy above the lowest of the compared OMol25 structures with the same formula, charge and spin**: 8.206 eV

***

Entry 5:
Density functional theory data (the ωB97M-V functional and the def2-TZVPD basis) for the molecule C2H4N2O.

Atoms and positions in Å:
N  -0.225  0.754  1.390
C  -0.917  0.408  0.339
N  -0.564  -0.506  -0.553
C  0.860  -0.723  -0.500
O  1.569  -0.171  0.432
H  -0.513  1.675  1.730
H  -1.844  0.919  0.051
H  0.609  -1.776  -0.118
H  1.240  -0.804  -1.536

Values from the calculation:
**Charge**: 0
**Kohn-Sham gap (alpha / beta)**: 7.12 / 7.34 eV
**HOMO energy (alpha / beta)**: -9.21 / -9.51 eV
**LUMO energy (alpha / beta)**: -2.10 / -2.17 eV
**Energy above the lowest of the compared OMol25 structures with the same formula, charge and spin**: 5.131 eV

***

Entry 6:
Density functional theory data (the ωB97M-V functional and the def2-TZVPD basis) for C2H5NSi as an isolated structure.

Atoms and positions in Å:
C  2.301  0.365  0.073
C  1.194  -0.054  -0.131
N  0.001  -0.686  -0.240
Si  -1.478  0.232  -0.100
H  3.209  0.768  0.342
H  0.154  -1.858  0.322
H  -2.667  -0.808  -0.359
H  -1.094  1.035  -1.108
H  -1.620  1.006  1.201

Values from the calculation:
**Charge**: 0
**Kohn-Sham gap**: 9.19 eV
**HOMO energy**: -8.75 eV
**LUMO energy**: 0.44 eV
**Energy above the lowest of the compared OMol25 structures with the same formula, charge and spin**: 2.783 eV

***

Entry 7:
Density functional theory data (the ωB97M-V functional and the def2-TZVPD basis) for C11H25AlF6NO14S5 as an isolated structure.

Atoms and positions in Å:
Al  2.540  -0.594  1.246
C  0.789  -4.434  -0.904
F  1.239  -3.628  -1.854
F  -0.523  -4.341  -0.876
F  1.246  -5.642  -1.143
S  1.441  -3.920  0.818
O  1.525  -5.041  1.677
O  2.711  -3.264  0.477
N  0.596  -2.479  1.244
S  -0.714  -2.894  2.128
O  -1.255  -4.197  1.888
O  -0.452  -2.614  3.508
C  -2.042  -1.706  1.569
F  -3.015  -1.723  2.456
F  -1.575  -0.476  1.379
F  -2.536  -2.113  0.393
O  3.285  1.890  0.730
H  3.805  2.387  1.388
O  0.623  -0.066  3.342
S  -0.102  0.737  4.299
O  0.202  2.110  4.523
O  -1.656  0.472  4.117
C  -2.624  1.488  4.440
C  -2.641  2.459  3.254
C  0.083  -0.174  5.853
H  -2.423  2.048  5.355
H  -3.624  1.077  4.536
H  -3.140  3.412  3.441
H  -3.178  1.937  2.455
H  -1.748  2.777  2.721
H  -0.386  0.486  6.581
H  1.158  -0.228  6.016
H  -0.387  -1.151  5.822
O  0.465  0.814  -0.136
S  -0.517  1.820  -0.459
O  -1.115  2.595  0.578
O  0.089  2.840  -1.546
C  1.264  3.627  -1.199
C  1.091  4.989  -1.847
C  -1.701  1.098  -1.610
H  2.096  3.143  -1.714
H  1.517  3.661  -0.141
H  1.089  5.002  -2.936
H  1.963  5.596  -1.590
H  0.177  5.468  -1.498
H  -2.238  0.308  -1.095
H  -1.011  0.908  -2.427
H  -2.387  1.914  -1.828
O  1.696  0.741  -3.267
S  1.724  -0.645  -2.911
O  1.814  -1.036  -1.538
O  0.374  -1.278  -3.481
C  0.026  -1.085  -4.870
C  -1.471  -1.293  -4.988
C  2.938  -1.410  -3.972
H  0.584  -1.785  -5.493
H  0.323  -0.093  -5.216
H  -2.114  -0.586  -4.464
H  -1.756  -2.320  -4.777
H  -1.718  -1.039  -6.024
H  3.851  -0.888  -3.683
H  2.670  -1.199  -5.001
H  3.059  -2.465  -3.740

Values from the calculation:
**Charge**: +1
**Kohn-Sham gap**: 4.61 eV
**HOMO energy**: -13.28 eV
**LUMO energy**: -8.66 eV
**Energy above the lowest of the compared OMol25 structures with the same formula, charge and spin**: 0.000 eV

***

Entry 8:
Density functional theory data (the ωB97M-V functional and the def2-TZVPD basis) for a 2-piece molecular cluster, C5H12N3O2 overall.

Atoms and positions in Å:
C  2.605  -3.047  0.057
C  1.642  -2.304  0.612
C  0.263  1.673  0.506
C  -1.688  0.955  -0.928
C  -3.020  1.541  -0.139
N  -0.447  0.993  -0.256
N  2.596  -3.748  -1.056
N  -0.133  2.729  1.256
O  3.759  -2.815  0.624
O  -2.674  2.829  0.139
H  0.755  -2.572  1.097
H  1.333  1.543  0.601
H  -1.815  -0.213  -0.959
H  -1.524  1.488  -1.962
H  -3.121  0.896  0.820
H  -4.024  1.435  -0.686
H  1.748  -4.047  -1.557
H  3.442  -3.930  -1.484
H  0.434  3.452  1.577
H  4.455  -3.293  0.179
H  -1.098  3.095  1.136
H  -3.489  3.342  0.420

Values from the calculation:
**Charge**: +1
**Kohn-Sham gap (alpha / beta)**: 3.51 / 8.62 eV
**HOMO energy (alpha / beta)**: -10.63 / -12.60 eV
**LUMO energy (alpha / beta)**: -7.12 / -3.99 eV
**Energy above the lowest of the compared OMol25 structures with the same formula, charge and spin**: 6.472 eV

***

The lowest energy above the lowest of the compared OMol25 structures with the same formula, charge and spin belongs to which entry?
C11H25AlF6NO14S5

***

Which value of charge does entry 1 give?
+1

***

What is the formula in the first record?
C3H11N2O